[1]
Formula: C4H6N3
Source: the Open Molecules 2025 dataset
Level of theory: ωB97M-V with the def2-TZVPD basis set

```
13
Properties=species:S:1:pos:R:3:mulliken_charge:R:1
C -0.10047 1.66726 0.29170 -1.10
C -1.29105 0.74920 0.03445 0.69
N -2.49124 1.11591 -0.33889 -0.27
N -3.27930 0.02381 -0.16402 -0.12
N -2.60574 -0.99468 -0.07462 0.01
C -1.33334 -0.78249 0.07604 0.63
C -0.21422 -1.61268 0.12181 -0.92
H 0.43935 1.84658 -0.73632 0.34
H 0.64438 1.24544 0.97492 0.38
H -0.47440 2.68971 0.62863 0.35
H -0.05961 -2.33254 0.97017 0.38
H 0.51124 -0.94979 0.34488 0.29
H -0.00024 -2.24570 -0.76688 0.35
```

The value obtained for the energy above the lowest of the compared OMol25 structures with the same formula, charge and spin is 143.98 kcal/mol. Its HOMO-LUMO gap (spin up / spin down) is 7.05 / 7.31 eV. Its net charge is +1. Its structure (SMILES) is CC1=NN=[N+]=C1C. The electronic energy is -319.8022 a.u. As for the largest force on an atom: 0.077 Eh/bohr.

***

[2]
Formula: C4H10I2N
Source: the Open Molecules 2025 dataset
Level of theory: ωB97M-V with the def2-TZVPD basis set

```
17
Properties=species:S:1:pos:R:3:mulliken_charge:R:1
C 0.18541 0.20460 1.46117 -1.23
C 0.87030 -1.25901 -0.20334 -1.34
C 0.98111 1.07382 -0.66092 -1.21
C -2.00666 0.00033 -0.78202 -0.56
N 0.21020 0.03008 -0.03052 0.16
I -2.71337 -1.78138 0.04162 0.34
I -2.65216 1.75255 0.04706 0.39
H -0.69017 -0.14450 1.75904 0.52
H 0.96978 -0.30688 1.84161 0.41
H 0.23090 1.20228 1.87417 0.38
H 0.40170 -2.14381 0.13334 0.42
H 0.94891 -1.34311 -1.22766 0.48
H 1.81662 -1.32735 0.20599 0.45
H 0.80570 1.01748 -1.66871 0.48
H 0.48023 2.00185 -0.52058 0.40
H 1.98599 1.14113 -0.46458 0.42
H -1.82449 -0.11808 -1.80567 0.47
```

The value obtained for the energy above the lowest of the compared OMol25 structures with the same formula, charge and spin is 60.98 kcal/mol. Its HOMO-LUMO gap is 8.17 eV. Its net charge is +1. The electronic energy is -808.1625 a.u. As for the largest force on an atom: 0.092 Eh/bohr.

***

[3]
Formula: C6H8
Source: the Open Molecules 2025 dataset
Level of theory: ωB97M-V with the def2-TZVPD basis set

```
14
Properties=species:S:1:pos:R:3:mulliken_charge:R:1
C 0.57792 2.80470 -1.24098 0.16
C 0.08402 1.97295 -0.52321 -0.49
C -0.46349 0.97757 0.40552 -0.40
C -1.05018 -0.27107 -0.18795 -0.49
C -0.68001 -1.42867 0.63822 -0.30
C 0.63935 -1.54703 -0.20384 -0.91
H 1.00410 3.53441 -1.89587 0.41
H 0.22656 0.84492 1.26034 0.25
H -1.40674 1.36510 0.82982 0.26
H 0.53371 -0.99102 -1.15680 0.31
H -1.31028 -2.30958 0.50319 0.31
H -0.47492 -1.26808 1.71105 0.25
H 1.47636 -1.09726 0.33069 0.28
H 0.84360 -2.58694 -0.47019 0.37
```

The value obtained for the energy above the lowest of the compared OMol25 structures with the same formula, charge and spin is 108.12 kcal/mol. Its HOMO-LUMO gap is 9.22 eV. Its net charge is 0. The electronic energy is -233.2147 a.u. As for the largest force on an atom: 0.010 Eh/bohr.

***

[4]
Formula: C27H25NO8P2PdSSe
Source: the Open Molecules 2025 dataset
Level of theory: ωB97M-V with the def2-TZVPD basis set

```
66
Properties=species:S:1:pos:R:3:mulliken_spin:R:1
Pd -0.18271 -1.10533 0.29360 1.37
O -0.50989 -2.86595 4.19785 0.01
P -0.30644 -1.76327 3.09913 0.00
O -0.16588 -0.41596 3.67805 0.00
O 0.76136 -2.18186 2.05720 0.28
O -1.69784 -1.85904 2.17266 0.04
P -1.88676 -3.31613 1.36072 0.00
O -3.40880 -3.16021 0.88386 0.00
O -1.74290 -4.41133 2.34933 0.01
O -1.00416 -3.20141 0.13962 0.08
H -0.86011 -3.68898 3.76938 0.00
H -3.96417 -3.78383 1.36679 0.00
Se 2.19848 -0.12366 1.15816 1.27
C 3.48705 -1.45851 0.93141 -0.01
C 4.71641 -1.28002 1.57009 0.07
C 5.68309 -2.26449 1.47440 -0.04
C 5.42957 -3.41770 0.74119 0.10
C 4.20505 -3.59290 0.10399 -0.04
C 3.22630 -2.62075 0.19823 0.08
H 4.90922 -0.37976 2.14145 -0.01
H 6.63272 -2.13279 1.97623 0.00
H 6.18909 -4.18596 0.66893 0.00
H 4.00483 -4.49642 -0.45691 0.00
H 2.26558 -2.76528 -0.27308 0.01
N 0.86601 -1.06493 -7.08030 0.00
C 0.80919 -1.10424 -5.93288 0.00
C 0.73238 -1.15735 -4.49041 0.00
C 0.18392 -2.27852 -3.86615 0.03
C 0.08288 -2.32167 -2.48238 -0.07
C 0.51911 -1.23216 -1.74211 0.68
C 1.10561 -0.13556 -2.35219 -0.10
C 1.20597 -0.08986 -3.73359 0.03
H -0.16310 -3.11007 -4.46620 0.00
H -0.34151 -3.18747 -1.99124 0.00
H 1.47532 0.69799 -1.76599 0.02
H 1.65179 0.76411 -4.22747 0.00
O -0.55482 0.95761 0.98360 0.15
S -1.67236 1.24873 1.99548 0.01
C -1.09605 2.72875 2.89464 0.01
C -0.52478 3.80749 2.02699 0.00
C 0.75677 3.68528 1.49684 0.00
C 1.25514 4.64160 0.62503 0.00
C 0.47915 5.73948 0.27496 0.00
C -0.78768 5.88854 0.82358 0.00
C -1.28289 4.92788 1.69427 0.00
C -3.00738 1.92908 0.94347 0.00
C -2.99160 1.16996 -0.35119 -0.01
C -3.33768 -0.18216 -0.37391 0.04
C -3.22078 -0.91850 -1.54245 -0.02
C -2.76769 -0.30762 -2.70455 0.01
C -2.41516 1.03436 -2.68684 -0.01
C -2.51334 1.76742 -1.50982 0.02
H -0.36829 2.29717 3.58434 0.00
H -1.97388 3.06430 3.45004 0.00
H 1.36643 2.83745 1.77995 0.01
H 2.25395 4.53048 0.21999 0.00
H 0.86490 6.48212 -0.41279 0.00
H -1.38990 6.75307 0.57471 0.00
H -2.26477 5.06069 2.13732 0.00
H -2.85313 2.99545 0.79828 0.00
H -3.91718 1.74374 1.51770 0.00
H -3.70976 -0.66430 0.52637 0.00
H -3.49067 -1.96695 -1.54016 0.00
H -2.67606 -0.88156 -3.61891 0.00
H -2.04464 1.50822 -3.58783 0.00
H -2.22248 2.81354 -1.49051 0.00
```

Its expectation value of S² is 6.028. As for the multiplicity: 5. The value obtained for the energy above the lowest of the compared OMol25 structures with the same formula, charge and spin is 0.00 kcal/mol. Its HOMO-LUMO gap (spin up / spin down) is 8.72 / 6.51 eV. Its net charge is 0. The electronic energy is -5310.8920 a.u. As for the largest force on an atom: 0.013 Eh/bohr.

***

[5]
Formula: C45H55BiBrN2O6SSbSi
Source: the Open Molecules 2025 dataset
Level of theory: ωB97M-V with the def2-TZVPD basis set

```
113
Properties=species:S:1:pos:R:3:mulliken_charge:R:1
Bi -0.20976 0.05134 0.29765 0.84
O 2.87654 1.57402 -2.93720 -0.43
C 2.56568 0.65266 -3.85286 0.16
C 3.36660 0.56972 -4.99663 -0.68
C 3.09469 -0.35175 -5.98312 -0.37
C 2.01415 -1.21511 -5.85612 -0.81
C 1.21435 -1.14747 -4.73747 -0.57
C 1.45946 -0.21195 -3.73208 0.13
C 0.56722 -0.12644 -2.57646 1.58
O 0.80295 0.72815 -1.64312 -1.07
N -0.50375 -0.88503 -2.57532 -0.86
N -1.26071 -0.76559 -1.46929 0.66
C -2.46842 -1.24232 -1.50163 -0.46
C -3.53202 -0.94101 -0.60259 0.77
C -4.81180 -1.38778 -0.99407 -0.83
C -5.96154 -0.88221 -0.44557 -0.84
C -5.86945 0.10931 0.53253 -0.37
C -4.64319 0.51930 0.98568 -0.67
C -3.44191 -0.01067 0.47398 0.61
O -2.32371 0.38151 1.01818 -0.78
H 2.25779 1.45968 -2.18168 0.27
H 4.20272 1.24620 -5.07352 0.44
H 3.72270 -0.39802 -6.86195 0.40
H 1.80637 -1.93614 -6.63371 0.40
H 0.37741 -1.81500 -4.60745 0.44
H -2.74832 -1.75815 -2.42010 0.34
H -4.86266 -2.11810 -1.78826 0.38
H -6.92770 -1.21152 -0.79755 0.43
H -6.76766 0.56487 0.92136 0.41
H -4.55728 1.27197 1.75356 0.48
C 3.29503 -3.01610 0.41527 -1.37
S 2.30276 -1.51534 0.22372 0.60
O 1.02062 -1.94858 -0.40627 -0.48
O 3.04236 -0.60224 -0.59368 -0.18
O 1.95928 -0.99286 1.54823 -0.30
H 2.74566 -3.82696 -0.04459 0.35
H 3.44296 -3.19401 1.47149 0.22
H 4.23750 -2.84051 -0.08546 0.52
C -3.83845 -2.46113 5.61159 -0.54
C -2.76804 -1.59422 5.48239 -0.74
C -2.02320 -1.58824 4.31589 -0.60
C -2.32419 -2.44975 3.26888 0.92
C -3.44163 -3.26025 3.37786 -0.63
C -4.18566 -3.27481 4.54782 -0.71
Sb -0.93494 -2.41668 1.56946 1.69
C 0.63777 -3.44561 2.64663 1.01
C 1.23191 -2.83249 3.73944 -0.45
C 2.26468 -3.45457 4.41893 -0.68
C 2.71176 -4.70218 4.01546 -0.62
C 2.12382 -5.31740 2.92303 -0.76
C 1.09855 -4.68661 2.23484 -0.58
C -1.60518 -4.26960 0.64331 0.46
C -1.96755 -5.35737 1.43115 -0.56
C -2.40668 -6.52904 0.83941 -0.89
C -2.48189 -6.62888 -0.54063 -0.65
C -2.09419 -5.55743 -1.32813 -0.83
C -1.65299 -4.38199 -0.73879 -0.58
H -4.40346 -2.49449 6.53244 0.39
H -2.51522 -0.93392 6.29946 0.41
H -1.19457 -0.89607 4.21241 0.33
H -3.73765 -3.89416 2.55522 0.56
H -5.03882 -3.93150 4.64233 0.43
H 0.89839 -1.85282 4.04888 0.11
H 2.71503 -2.96851 5.27283 0.44
H 3.51190 -5.19378 4.55131 0.39
H 2.45926 -6.29508 2.60875 0.40
H 0.64811 -5.17300 1.38177 0.50
H -1.89067 -5.28205 2.50744 0.68
H -2.70166 -7.36446 1.45874 0.44
H -2.83276 -7.54304 -0.99828 0.39
H -2.14588 -5.62934 -2.40514 0.45
H -1.32139 -3.55249 -1.35209 0.50
C 3.07344 4.65593 3.47412 -2.20
C 4.09984 3.55356 3.18860 2.29
C 5.42442 3.95889 3.84212 -1.79
C 3.59161 2.28779 3.89489 -1.86
Si 4.29324 3.28386 1.24779 -0.33
Br 2.20976 2.49006 0.68801 -0.42
C 4.34082 4.94807 0.20704 2.59
C 4.72001 4.67025 -1.25135 -2.03
C 2.97602 5.64742 0.15162 -1.83
C 5.36266 5.92849 0.78833 -1.89
C 5.63342 1.95779 0.75405 2.81
C 7.04423 2.55221 0.83445 -1.88
C 5.56567 0.74574 1.68914 -2.33
C 5.41557 1.41686 -0.66237 -1.60
H 2.94108 4.76606 4.55109 0.61
H 2.10821 4.40599 3.03980 0.31
H 3.40111 5.61579 3.08591 0.36
H 5.27768 4.12272 4.91008 0.50
H 5.81487 4.87768 3.41309 0.32
H 6.17369 3.17929 3.73020 0.31
H 3.26734 2.54405 4.90480 0.58
H 4.37013 1.53650 3.98289 0.32
H 2.74701 1.84284 3.37444 0.21
H 4.06324 3.92433 -1.69273 0.30
H 5.75151 4.34090 -1.34168 0.29
H 4.61449 5.58818 -1.82958 0.62
H 2.26968 5.06459 -0.43271 0.33
H 3.09343 6.61621 -0.33408 0.57
H 2.54509 5.81229 1.13232 0.29
H 6.33824 5.46378 0.90421 0.34
H 5.03959 6.30540 1.75513 0.33
H 5.47552 6.78320 0.12224 0.54
H 7.26132 2.94585 1.82435 0.35
H 7.17581 3.35255 0.11106 0.31
H 7.78259 1.78175 0.61266 0.52
H 5.87575 1.00049 2.69965 0.31
H 6.24152 -0.02793 1.32357 0.61
H 4.56355 0.32078 1.71081 0.39
H 5.43808 2.19202 -1.41881 0.25
H 4.47310 0.88268 -0.73996 -0.06
H 6.20992 0.70551 -0.89306 0.64
```

Its HOMO-LUMO gap is 7.14 eV. Its net charge is 0. The electronic energy is -6025.3103 a.u. As for the largest force on an atom: 0.068 Eh/bohr.

***

[6]
Formula: C17H26O13S
Source: the Open Molecules 2025 dataset
Level of theory: ωB97M-V with the def2-TZVPD basis set

```
57
Properties=species:S:1:pos:R:3:mulliken_charge:R:1
C -0.44239 0.44101 -1.56396 -0.71
S -0.18092 -1.35971 -1.09193 1.23
O 0.51550 -2.14753 -2.18585 -0.69
O 0.63311 -1.34354 0.19315 -0.61
C -1.85460 -2.04073 -0.64010 0.43
O -1.56304 -3.18041 0.20992 -0.34
C -2.54260 -4.19261 -0.00248 0.46
O -2.78154 -5.20529 0.68696 -0.55
O -3.27481 -3.96411 -1.21160 -0.38
C -2.75161 -2.73072 -1.76531 -0.01
C -3.78953 -1.84057 -2.61195 -0.38
C -5.27929 -1.82078 -2.00396 -0.39
C -5.75740 -0.38765 -1.46932 -0.85
C -4.93947 0.16867 -0.20904 -0.21
O -4.64866 -0.81231 0.82159 -0.19
C -5.80057 -1.51314 1.25169 0.07
O -6.96674 -1.06734 1.31611 -0.50
H -0.85998 0.94245 -0.62052 0.15
H -1.18670 0.41463 -2.43520 0.31
H 0.55118 0.93233 -1.88822 0.37
H -2.29380 -1.22345 0.02962 -0.18
H -1.94211 -3.12433 -2.49555 0.38
H -3.85362 -2.33460 -3.65520 0.39
H -3.41226 -0.76057 -2.75594 0.09
H -5.46095 -2.64363 -1.21375 0.25
H -5.98878 -2.08889 -2.87943 0.31
H -6.87399 -0.46462 -1.19246 0.33
H -5.68041 0.38231 -2.31517 0.38
H -3.91089 0.51296 -0.61884 0.09
H -5.42676 1.11322 0.21730 0.40
H -5.63957 -2.60707 1.59199 0.36
C 3.22153 2.22467 2.76397 -1.32
C 1.74986 2.53676 2.92705 0.45
C 1.15216 1.97722 4.18455 -0.56
O -0.20714 1.77482 3.81532 -0.35
C -0.22237 1.58336 2.46873 0.59
O -1.17018 1.18886 1.84910 -0.52
O 0.98122 1.89493 1.91289 -0.23
H 3.61206 2.70651 1.86467 0.25
H 3.80025 2.57195 3.62247 0.39
H 3.38311 1.15005 2.63637 0.35
H 1.58148 3.61660 2.85022 0.26
H 1.22533 2.67133 5.02378 0.32
H 1.57996 1.01426 4.48112 0.33
C 5.58508 0.61850 -2.07188 -1.40
C 6.44902 1.53230 -1.22901 0.52
C 7.24069 0.81011 -0.17799 -0.50
O 7.38034 1.79838 0.83579 -0.32
C 6.31663 2.63881 0.71348 0.66
O 6.00802 3.46593 1.52338 -0.54
O 5.64388 2.41472 -0.45138 -0.31
H 5.08133 1.19166 -2.85454 0.35
H 6.17913 -0.16677 -2.54439 0.37
H 4.79794 0.15604 -1.46931 0.34
H 7.09681 2.13897 -1.87136 0.24
H 8.21860 0.48955 -0.54187 0.31
H 6.71846 -0.05350 0.24628 0.31
```

Its HOMO-LUMO gap is 11.02 eV. Its net charge is 0. Its structure (SMILES) is CS(=O)(=O)[C@@H]1OC(=O)O[C@H]1CCCCOC=O.C[C@@H]1COC(=O)O1.C[C@@H]1COC(=O)O1. The electronic energy is -2039.6063 a.u. As for the largest force on an atom: 0.109 Eh/bohr.